Here is a 2-piece molecular cluster, C2H8NO overall from OMol25. Energies are from ωB97M-V/def2-TZVPD.

The geometry in XYZ format:
```
12
C2H8NO | OMol25 | ωB97M-V/def2-TZVPD
N 2.13 1.21 0.59
H 1.15 0.93 0.28
H 1.92 1.52 1.53
H 2.72 0.40 0.68
H 2.52 1.92 -0.03
C -1.52 -1.53 0.16
C -0.94 -0.73 -0.71
O -0.36 0.47 -0.25
H -1.99 -2.38 -0.36
H -1.98 -1.46 1.13
H -0.93 -0.87 -1.78
H -0.86 1.30 -0.18
```

For the HOMO energy, the calculation gives -13.86 eV. For the LUMO energy, the calculation gives -3.91 eV. The net charge is +1. The calculation puts the orbital gap at 9.95 eV. The calculation puts the total energy at -5733.38931 eV. For the relative energy (zero: lowest compared OMol25 entry of this formula, charge and spin), the calculation gives 144.2 kJ/mol.